(1)
{
  "formula": "C16H25NO3",
  "method": "ωB97M-V/def2-TZVPD",
  "smiles": "CCCCOCCCNC(=O)c1ccc(OCC)cc1",
  "homo_lumo_gap_ev": 9.3963,
  "largest_force_ha_per_bohr": 0.010,
  "e_tot_ha": -905.15581,
  "homo_ev": -8.6,
  "symbols": ["C", "C", "C", "C", "O", "C", "C", "C", "N", "C", "O", "C", "C", "C", "C", "O", "C", "C", "C", "C", "H", "H", "H", "H", "H", "H", "H", "H", "H", "H", "H", "H", "H", "H", "H", "H", "H", "H", "H", "H", "H", "H", "H", "H", "H"],
  "coordinates": [[-1.99946, -1.93116, 0.49893], [-1.45679, -1.67304, 1.89872], [-0.80555, -0.29664, 2.03945], [-1.79570, 0.86145, 2.13826], [-2.49479, 1.03318, 0.92101], [-3.25747, 2.21984, 0.84035], [-2.43931, 3.46658, 0.48240], [-1.82070, 3.36992, -0.91688], [-0.90517, 2.25964, -1.02276], [0.43613, 2.42725, -0.90279], [0.97326, 3.51960, -0.88522], [1.20011, 1.15047, -0.80775], [2.37549, 1.13260, -0.05889], [3.09424, -0.03075, 0.09166], [2.67078, -1.21274, -0.52326], [3.44389, -2.30287, -0.28129], [3.16361, -3.52968, -0.92490], [3.62914, -3.55003, -2.37799], [1.51630, -1.19051, -1.30145], [0.78921, -0.02023, -1.43279], [-2.74050, -1.18211, 0.23814], [-2.46036, -2.91533, 0.44598], [-1.19201, -1.88677, -0.22856], [-0.70816, -2.43311, 2.13543], [-2.26459, -1.76590, 2.62803], [-0.13744, -0.12185, 1.19448], [-0.20402, -0.27749, 2.95083], [-1.23861, 1.77558, 2.38632], [-2.51881, 0.67490, 2.94830], [-3.79200, 2.38529, 1.78662], [-3.99596, 2.03160, 0.05434], [-3.09770, 4.33488, 0.52585], [-1.64001, 3.61055, 1.21145], [-1.25240, 4.27697, -1.13685], [-2.61140, 3.24802, -1.66465], [-1.30054, 1.36214, -0.77692], [2.70614, 2.04906, 0.40566], [3.99646, -0.05889, 0.68184], [2.09605, -3.77153, -0.85142], [3.72276, -4.27115, -0.34708], [4.69552, -3.34450, -2.42471], [3.43810, -4.52832, -2.81056], [3.10981, -2.79595, -2.96435], [1.16807, -2.07618, -1.81001], [-0.09561, -0.02282, -2.05297]]
}

---

(2)
{
  "formula": "C16H25NO3",
  "method": "ωB97M-V/def2-TZVPD",
  "homo_lumo_gap_ev": 8.6047,
  "largest_force_ha_per_bohr": 0.340,
  "e_tot_ha": -904.53676,
  "homo_ev": -7.8,
  "symbols": ["C", "H", "O", "C", "C", "C", "C", "C", "C", "H", "H", "H", "O", "C", "C", "C", "C", "C", "N", "C", "C", "O", "C", "C", "H", "H", "H", "H", "H", "H", "H", "H", "H", "H", "H", "H", "H", "H", "H", "H", "H", "H", "H", "H", "H"],
  "coordinates": [[-7.20266, -0.77705, 0.70961], [-6.82265, -1.55353, -0.10896], [-6.68196, 0.59310, 0.18461], [-5.45480, 0.69694, 0.00647], [-4.49199, -0.39229, 0.07786], [-3.23163, 0.02792, 0.07195], [-2.92433, 1.26919, -0.22227], [-3.85957, 2.35576, -0.70588], [-5.21491, 2.04378, -0.47388], [-5.90646, 2.69721, -0.53717], [-3.62996, 3.53104, -0.88267], [-1.91224, 1.77322, -0.65910], [-2.27298, -1.07878, 0.13656], [-0.89504, -0.56774, 0.09393], [-0.18352, -1.96062, 0.26945], [1.27386, -1.81030, 0.50808], [1.95815, -1.76419, -0.96764], [3.39484, -1.41764, -0.88547], [3.87522, -0.09653, -0.22409], [3.46978, 1.10167, -0.71624], [3.72981, 2.20433, 0.03838], [4.98941, 2.28813, 0.74088], [5.38657, 1.08186, 1.27300], [5.09276, -0.16487, 0.45100], [5.35012, -0.97584, 0.57068], [5.93662, -0.11956, -0.58708], [6.44942, 0.83033, 1.52069], [4.79178, 1.01172, 2.07435], [3.55420, 3.13372, -0.25673], [3.12300, 2.09433, 1.05678], [2.46307, 1.19767, -1.18548], [4.09991, 1.14715, -1.85972], [3.86123, -1.23368, -1.97256], [3.88104, -2.36109, -0.52284], [1.70185, -2.56466, -1.61044], [1.47736, -0.56385, -1.48501], [1.82483, -2.65520, 0.66418], [1.62729, -0.89502, 1.25200], [-0.51371, -2.21200, 1.40886], [-0.58971, -2.59368, -0.21183], [-0.49610, 0.07833, 0.87707], [-0.87075, -0.28905, -0.74586], [-4.83012, -1.26459, 0.57755], [-8.38790, -0.86843, 0.72723], [-6.93914, -0.97725, 1.52976]]
}

---

(3)
{
  "formula": "C16H25NO3",
  "method": "ωB97M-V/def2-TZVPD",
  "smiles": "CCOc1cccc(OCCOCCN2CCCC2)c1",
  "homo_lumo_gap_ev": 9.1099,
  "largest_force_ha_per_bohr": 0.011,
  "e_tot_ha": -905.09824,
  "homo_ev": -8.2,
  "symbols": ["C", "C", "O", "C", "C", "C", "C", "C", "O", "C", "C", "O", "C", "C", "N", "C", "C", "C", "C", "C", "H", "H", "H", "H", "H", "H", "H", "H", "H", "H", "H", "H", "H", "H", "H", "H", "H", "H", "H", "H", "H", "H", "H", "H", "H"],
  "coordinates": [[-4.91936, -3.04723, 0.49064], [-5.37089, -1.95871, -0.47924], [-4.29981, -1.16137, -0.94016], [-3.75844, -0.21407, -0.12167], [-4.24075, 0.15277, 1.12694], [-3.59358, 1.15611, 1.83311], [-2.48197, 1.78721, 1.32322], [-1.98947, 1.42062, 0.06787], [-0.90384, 2.12280, -0.36042], [-0.23381, 1.73546, -1.53554], [0.59386, 0.44785, -1.36355], [1.48774, 0.47418, -0.28575], [2.54061, 1.41057, -0.39288], [3.64702, 1.03286, 0.59132], [4.52209, 0.01836, 0.05376], [5.71257, -0.21228, 0.85240], [6.25183, -1.51715, 0.28410], [4.97448, -2.33800, 0.09961], [3.89060, -1.28202, -0.16684], [-2.63295, 0.42435, -0.64699], [-4.48014, -2.61112, 1.38442], [-4.17233, -3.67737, 0.01452], [-5.76974, -3.66041, 0.77629], [-5.77679, -2.41604, -1.38632], [-6.15351, -1.33530, -0.02954], [-5.10813, -0.31829, 1.55993], [-3.97105, 1.44204, 2.80371], [-1.97430, 2.56466, 1.87002], [0.42808, 2.57526, -1.76377], [-0.93016, 1.60618, -2.37351], [-0.06800, -0.39480, -1.15040], [1.12754, 0.26079, -2.31006], [2.94829, 1.41210, -1.41332], [2.17338, 2.41809, -0.15372], [3.16710, 0.71810, 1.53550], [4.25528, 1.91957, 0.78872], [5.47952, -0.32825, 1.92590], [6.40410, 0.62524, 0.73678], [6.72083, -1.32594, -0.68073], [6.97396, -1.99798, 0.94123], [4.74844, -2.88866, 1.01347], [5.05963, -3.05474, -0.71512], [3.02700, -1.42310, 0.49541], [3.52974, -1.32475, -1.19806], [-2.30647, 0.10740, -1.62400]]
}

---

(4)
{
  "formula": "C16H25NO4Pd",
  "method": "ωB97M-V/def2-TZVPD",
  "homo_lumo_gap_ev": [6.9969, 6.9384],
  "largest_force_ha_per_bohr": 0.024,
  "charge": 2,
  "e_tot_ha": -1107.55388,
  "homo_ev": [-15.9, -16.0],
  "symbols": ["Pd", "C", "C", "O", "C", "C", "O", "C", "C", "O", "C", "C", "O", "H", "H", "H", "H", "H", "H", "H", "H", "H", "H", "H", "H", "H", "H", "H", "H", "C", "C", "C", "C", "C", "C", "C", "C", "N", "H", "H", "H", "H", "H", "H", "H", "H", "H"],
  "coordinates": [[0.65912, 0.42806, 0.83179], [0.53492, 1.31007, -2.26899], [0.16911, -0.11933, -2.59866], [0.44333, -0.92233, -1.45944], [-0.26152, -2.15470, -1.41809], [-0.27999, -2.63827, 0.01428], [-0.70950, -1.62085, 0.92861], [-2.08340, -1.25749, 0.82821], [-2.26710, -0.03137, 1.68331], [-1.34354, 1.01187, 1.27980], [-1.84267, 2.08620, 0.43787], [-1.44452, 1.85210, -0.99520], [-0.01807, 1.74946, -1.01809], [0.21146, 1.98118, -3.06871], [1.61218, 1.41967, -2.15307], [0.75138, -0.44356, -3.46694], [-0.88680, -0.21581, -2.87236], [0.22128, -2.91328, -2.04211], [-1.27385, -2.01346, -1.81163], [0.72295, -2.90883, 0.34233], [-0.91551, -3.52267, 0.10802], [-2.72351, -2.06475, 1.19667], [-2.35155, -1.04899, -0.21100], [-2.03194, -0.24761, 2.72494], [-3.28637, 0.34855, 1.62678], [-1.38971, 2.99942, 0.82190], [-2.92383, 2.15964, 0.54784], [-1.77064, 2.68824, -1.62052], [-1.90115, 0.93528, -1.37633], [5.06713, 0.51638, -0.46070], [4.86105, 0.34359, 0.99617], [5.88665, 0.24721, 1.89750], [5.60270, 0.10684, 3.25961], [4.31203, 0.05131, 3.81959], [3.22892, 0.13064, 2.99975], [1.82289, 0.07553, 3.47768], [3.48698, 0.27251, 1.54965], [2.53278, 0.32629, 0.70999], [6.12673, 0.49369, -0.70132], [4.65203, 1.47427, -0.78280], [4.55361, -0.26327, -1.02500], [6.91802, 0.28392, 1.57503], [6.44524, 0.03649, 3.94015], [4.20028, -0.05079, 4.89038], [1.77639, 0.00020, 4.56145], [1.30621, -0.79784, 3.05724], [1.27474, 0.97678, 3.17449]]
}

---

Copy entry 1 word for word.
{
  "formula": "C16H25NO3",
  "method": "ωB97M-V/def2-TZVPD",
  "smiles": "CCCCOCCCNC(=O)c1ccc(OCC)cc1",
  "homo_lumo_gap_ev": 9.3963,
  "largest_force_ha_per_bohr": 0.010,
  "e_tot_ha": -905.15581,
  "homo_ev": -8.6,
  "symbols": ["C", "C", "C", "C", "O", "C", "C", "C", "N", "C", "O", "C", "C", "C", "C", "O", "C", "C", "C", "C", "H", "H", "H", "H", "H", "H", "H", "H", "H", "H", "H", "H", "H", "H", "H", "H", "H", "H", "H", "H", "H", "H", "H", "H", "H"],
  "coordinates": [[-1.99946, -1.93116, 0.49893], [-1.45679, -1.67304, 1.89872], [-0.80555, -0.29664, 2.03945], [-1.79570, 0.86145, 2.13826], [-2.49479, 1.03318, 0.92101], [-3.25747, 2.21984, 0.84035], [-2.43931, 3.46658, 0.48240], [-1.82070, 3.36992, -0.91688], [-0.90517, 2.25964, -1.02276], [0.43613, 2.42725, -0.90279], [0.97326, 3.51960, -0.88522], [1.20011, 1.15047, -0.80775], [2.37549, 1.13260, -0.05889], [3.09424, -0.03075, 0.09166], [2.67078, -1.21274, -0.52326], [3.44389, -2.30287, -0.28129], [3.16361, -3.52968, -0.92490], [3.62914, -3.55003, -2.37799], [1.51630, -1.19051, -1.30145], [0.78921, -0.02023, -1.43279], [-2.74050, -1.18211, 0.23814], [-2.46036, -2.91533, 0.44598], [-1.19201, -1.88677, -0.22856], [-0.70816, -2.43311, 2.13543], [-2.26459, -1.76590, 2.62803], [-0.13744, -0.12185, 1.19448], [-0.20402, -0.27749, 2.95083], [-1.23861, 1.77558, 2.38632], [-2.51881, 0.67490, 2.94830], [-3.79200, 2.38529, 1.78662], [-3.99596, 2.03160, 0.05434], [-3.09770, 4.33488, 0.52585], [-1.64001, 3.61055, 1.21145], [-1.25240, 4.27697, -1.13685], [-2.61140, 3.24802, -1.66465], [-1.30054, 1.36214, -0.77692], [2.70614, 2.04906, 0.40566], [3.99646, -0.05889, 0.68184], [2.09605, -3.77153, -0.85142], [3.72276, -4.27115, -0.34708], [4.69552, -3.34450, -2.42471], [3.43810, -4.52832, -2.81056], [3.10981, -2.79595, -2.96435], [1.16807, -2.07618, -1.81001], [-0.09561, -0.02282, -2.05297]]
}